# 1
A 2-piece molecular cluster, C17H15NO5 overall in a non-equilibrium geometry. Source: OMol25; level of theory: the ωB97M-V functional and the def2-TZVPD basis.

The value obtained for the HOMO-LUMO gap is 8.79 eV. As for the SMILES: O=C1c2ccccc2C(=O)c2ccccc21.COCOC(N)=O. Its strongest force on any atom is 0.09571 Eh/bohr. The total charge is 0. As for the total energy: -29599.2166 eV.

Element x y z (Å)
C -5.298 -1.484 0.993
C -1.059 1.366 1.682
C -1.747 -0.520 0.199
O 2.709 -0.060 -1.980
H 1.726 -2.000 -1.990
C 1.112 2.393 1.437
H -0.361 3.030 2.864
C 2.455 0.195 -3.386
N 5.402 -0.629 -0.823
C -0.125 2.328 2.070
C 1.425 1.493 0.420
H 1.795 -0.585 -3.899
H 2.717 -1.531 -0.516
H -6.551 -0.688 2.550
C -2.367 1.294 2.371
H 5.426 0.346 -1.171
C 5.052 -1.432 -1.992
H 0.741 -0.157 -0.767
H 4.698 -0.718 -0.065
H -3.834 -2.099 -0.452
O 3.851 -2.192 -2.144
H 1.834 3.146 1.738
C -0.752 0.478 0.650
C 0.495 0.537 0.027
H 2.392 1.540 -0.068
C -4.618 0.249 2.526
O 5.836 -1.446 -2.981
C -5.579 -0.646 2.070
H 1.957 1.220 -3.478
C -3.080 -0.548 0.842
H 3.464 0.248 -3.941
C -3.369 0.308 1.905
O -2.618 2.040 3.301
C 2.689 -1.463 -1.671
C -4.049 -1.440 0.383
H -4.845 0.903 3.362
H -6.053 -2.174 0.629
O -1.475 -1.306 -0.694

Results of the Löwdin charge analysis, in e, for atoms 1 through 5: number 1, C, carries -0.06; number 2, C, carries -0.08; number 3, C, carries -0.28; number 4, O, carries -0.24; number 5, H, carries 0.16

=====

# 2
An isolated molecule of C17H15NO7S in a non-equilibrium geometry. Source: OMol25; level of theory: the ωB97M-V functional and the def2-TZVPD basis.

The value obtained for the HOMO-LUMO gap is 7.68 eV. As for the SMILES: COc1ccc(/C=C/C(=O)O)cc1S(=O)(=O)Nc1ccc2c(c1)OCO2. Its strongest force on any atom is 0.02703 Eh/bohr. The total charge is 0. As for the total energy: -44528.6704 eV.

Element x y z (Å)
C 1.055 -0.833 0.082
H -1.465 -0.315 -2.330
H 3.468 -1.050 -4.349
H 1.926 2.152 1.482
S -0.272 -2.656 -1.457
H -1.511 2.164 -2.026
C -1.921 1.124 1.178
H 2.982 1.833 -0.654
O 0.100 -3.926 -0.910
C 1.002 -1.409 -1.164
O 0.907 2.838 3.706
C -1.913 -0.240 1.030
N -1.535 -2.111 -0.466
H 2.033 -0.072 -4.783
O 1.703 -1.573 -3.383
O -0.710 -2.590 -2.812
C -1.616 1.498 -1.187
H 0.521 -1.299 0.891
H -2.755 3.782 2.265
C 1.027 0.703 2.660
O -2.027 1.854 2.327
H 2.154 -1.766 -5.318
H 0.700 -0.310 2.831
H 0.141 1.658 5.558
C 2.451 0.902 -0.783
O 0.334 1.012 4.861
O -1.756 3.279 0.535
C 2.499 0.264 -2.004
C -1.712 -0.743 -0.265
H -1.627 -2.684 0.360
H -0.968 3.620 2.412
C -1.596 0.116 -1.352
C 1.739 0.368 0.295
C -1.757 1.984 0.091
H -2.030 -0.895 1.878
C 0.774 1.637 3.759
C -1.874 3.207 1.940
C 1.592 1.122 1.520
H 3.087 0.693 -2.799
C 2.386 -1.071 -4.513
C 1.752 -0.899 -2.229

Results of the Löwdin charge analysis, in e, for atoms 1 through 5: number 1, C, carries -0.01; number 2, H, carries 0.11; number 3, H, carries 0.10; number 4, H, carries 0.13; number 5, S, carries 0.69